Formula: C12H18O9
Source: the OMol25 dataset
Level of theory: wB97M-V/def2-TZVPD

Properties
E_LUMO	0.0184	hartree
energy relative to the best compared isomer or geometry (same formula, charge and spin)	0.0	kcal per mole
structure (SMILES)	O=C(O)CCOC(=O)O.O=C1CCCO1.O=C1CCCO1
frontier orbital gap	10.59	eV
strongest force on any atom	1.30	eV Å⁻¹

Structure (ORCA input):
```
! RIJCOSX wB97M-V def2-TZVPD def2/J DEFGRID3
* xyz 0 1
O 4.4539 -1.1968 0.5871
C 3.7013 -0.2732 0.6406
O 3.2850 0.2102 1.8409
C 3.2038 0.4734 -0.5847
C 2.3423 -0.4355 -1.4568
O 1.5287 -1.3209 -0.6699
C 0.3110 -0.9608 -0.2813
O -0.4595 -1.7149 0.2296
O 0.0017 0.3466 -0.5021
H 2.4187 0.6373 1.7613
H 4.0899 0.7547 -1.1595
H 2.6607 1.3766 -0.2949
H 2.9749 -1.0983 -2.0455
H 1.7250 0.1540 -2.1338
H 0.1086 0.8852 0.3153
O -3.4421 2.4526 -5.2051
C -3.2898 1.5953 -4.3856
O -2.9641 1.8708 -3.0995
C -2.7442 0.6541 -2.3633
C -3.5050 -0.4204 -3.1335
C -3.3964 0.0909 -4.5663
H -1.6717 0.4621 -2.3321
H -3.1006 0.7991 -1.3469
H -3.0983 -1.4173 -2.9774
H -4.5507 -0.4282 -2.8229
H -2.4857 -0.2528 -5.0615
H -4.2498 -0.1496 -5.1945
O 0.3460 1.4326 1.8465
C 0.4758 0.7145 2.8152
O 1.3204 1.0249 3.8051
C 1.4183 -0.0716 4.7414
C 0.1432 -0.8860 4.5445
C -0.1558 -0.6333 3.0714
H 2.3134 -0.6414 4.4867
H 1.5343 0.3417 5.7392
H 0.2710 -1.9327 4.8075
H -0.6622 -0.4774 5.1563
H 0.3603 -1.3282 2.4074
H -1.2124 -0.6370 2.8208
*
```

Atomic partial charges in e from the Löwdin method, atoms 1 to 6:
1 O 0.1431
2 C -0.5094
3 O 0.1072
4 C -0.0557
5 C -0.1309
6 O 0.0500